[1]
Here is C9H18NORb as an isolated structure in a non-equilibrium geometry from the Open Molecules 2025 dataset. Energies are from ωB97M-V with the def2-TZVPD basis set.

```
30
Properties=species:S:1:pos:R:3:forces:R:3:mulliken_spin:R:1
Rb 5.060280 25.730020 -13.787570 -0.25 0.35 -0.28 1.123
C 1.324900 27.239530 -17.381700 0.58 0.62 0.61 0.010
C 2.191990 26.168750 -16.616980 -0.74 -0.52 -1.42 -0.044
C 2.080580 24.826460 -17.477120 0.02 1.38 1.93 -0.018
C 2.859440 24.924980 -18.750200 -0.60 -1.02 0.50 0.003
C 4.339110 25.082620 -18.401450 -1.45 -0.72 -0.87 -0.019
C 4.619750 26.353400 -17.591570 -0.36 -0.68 -1.39 -0.012
N 3.622010 26.532290 -16.511410 0.40 -0.62 1.30 -0.109
O 3.910200 27.649650 -15.646740 -0.28 -0.85 -0.75 0.011
C 4.753330 27.508290 -18.597270 -1.03 0.99 -0.52 0.008
C 5.988540 26.067550 -17.058040 1.05 1.06 1.48 -0.015
C 1.498710 25.851240 -15.233030 1.27 0.65 -0.94 0.039
H 0.286920 26.962140 -17.565380 0.00 -0.43 -0.07 0.000
H 1.793590 27.569740 -18.308740 0.01 -0.42 -0.24 -0.001
H 1.270330 28.177460 -16.829060 0.15 -0.05 0.46 0.000
H 1.026460 24.570340 -17.583560 -0.17 0.24 -0.34 -0.002
H 2.484320 24.024160 -16.859530 0.27 -0.15 0.08 0.028
H 2.410110 25.695120 -19.377160 0.45 0.21 -0.15 -0.001
H 2.641510 23.967010 -19.222310 0.45 -0.10 -0.64 -0.001
H 4.848930 24.925140 -19.351910 0.69 1.01 -0.09 -0.003
H 4.699100 24.211260 -17.854430 -0.48 -0.15 0.45 0.032
H 3.962060 27.457170 -19.345180 -0.39 -0.16 -0.02 -0.002
H 5.644380 27.541770 -19.224180 0.43 -0.36 0.40 0.000
H 4.621750 28.497560 -18.158930 0.19 -0.10 0.47 0.003
H 6.080060 25.139420 -16.493860 -0.26 -0.14 0.01 -0.007
H 6.218470 26.897590 -16.390000 0.32 0.06 0.23 0.007
H 6.769960 26.055460 -17.817870 -0.20 -0.04 -0.25 -0.016
H 2.174390 25.194850 -14.684670 -0.08 -0.08 0.17 -0.012
H 0.552990 25.330050 -15.381570 -0.04 0.05 -0.15 0.002
H 1.337290 26.766430 -14.663400 0.06 -0.05 0.02 -0.003
```
Forces are in eV/Å.

- 2S+1: 2
- Total charge: -1
- Relative energy (zero: lowest compared OMol25 entry of this formula, charge and spin): 0.000 eV
- Gap between HOMO and LUMO (alpha / beta): 2.65 / 5.54 eV
- LUMO energy (alpha / beta): 2.5 / 2.8 eV

***

[2]
Here is one molecule with the formula C4HNO in a non-equilibrium geometry from the Open Molecules 2025 dataset. Energies are from ωB97M-V with the def2-TZVPD basis set.

```
7
Properties=species:S:1:pos:R:3:forces:R:3:mulliken_charge:R:1
O -2.142502 -0.651155 0.976642 0.15 0.25 -0.36 -0.407
C -1.617400 -0.022841 0.088993 -0.13 -0.11 0.17 -0.257
C -0.167793 0.027325 -0.037626 0.55 -0.14 0.17 -0.065
C 1.038725 -0.034364 0.005477 -0.95 -0.29 0.44 0.732
C 2.695520 0.417539 -0.667772 0.34 -0.25 0.33 -0.065
N 2.397110 -0.274705 0.292093 -0.05 0.58 -0.80 -0.221
H -2.203662 0.538198 -0.657810 0.09 -0.05 0.05 0.284
```
Forces are in eV/Å.

- Relative energy (zero: lowest compared OMol25 entry of this formula, charge and spin): 2.258 eV
- Gap between HOMO and LUMO: 10.56 eV
- LUMO energy: -0.4 eV

***

[3]
Here is C15H15ClN6 as an isolated structure in a non-equilibrium geometry from the Open Molecules 2025 dataset. Energies are from ωB97M-V with the def2-TZVPD basis set.

```
37
Properties=species:S:1:pos:R:3:forces:R:3:mulliken_charge:R:1
Cl 2.065769 4.711245 0.489048 0.89 0.02 0.22 -0.246
C 1.900701 3.266879 1.513435 6.54 6.44 2.85 0.514
C 2.738147 3.142590 2.718514 4.24 11.38 -7.35 -0.436
C 2.612310 2.228878 3.526629 3.57 -4.18 9.14 -0.056
C 1.759226 1.304656 3.135401 -5.44 -5.14 3.09 -0.725
C 0.816392 1.489216 2.171998 -0.22 -0.78 -0.73 -0.230
C 0.868304 2.612923 1.268331 -0.53 -7.67 4.23 0.523
C 0.257934 2.509324 0.068838 -5.50 3.39 -5.24 -1.084
N -0.448545 1.333209 -0.221424 -2.83 -2.87 -1.28 0.596
C -0.102022 0.221413 -0.939549 -1.21 -0.78 4.09 0.664
N 1.134012 -0.022127 -1.227123 2.66 -0.89 -1.94 -0.571
C 1.314260 -1.181272 -1.881855 -5.85 -1.85 -0.65 -0.334
N 0.307431 -2.120490 -2.241185 -0.33 2.71 4.18 -0.594
C -0.998936 -1.948016 -1.417571 7.11 2.29 -3.75 0.148
N -1.814025 -2.856957 -1.627909 -10.43 0.38 2.33 -0.022
H -2.884853 -2.509371 -1.079238 4.00 -1.85 -2.17 0.386
C -1.821606 -4.100171 -2.269687 6.00 -1.69 4.43 -1.005
C -1.909462 -5.122794 -1.057579 3.96 -1.78 2.25 0.029
C -3.176008 -5.820722 -0.549010 -8.32 8.91 5.94 -0.190
C -2.407896 -6.535734 -1.304624 7.45 -5.75 -1.38 -0.675
H -1.763304 -7.412209 -0.899502 -1.30 1.58 -0.66 0.183
H -2.665590 -6.667171 -2.248835 -1.21 -1.11 -4.23 0.271
H -3.393764 -5.899958 0.571009 0.78 -0.19 -1.73 0.231
H -4.193297 -5.157609 -0.976159 2.70 -2.45 0.81 0.152
H -0.840155 -5.266546 -0.190729 -3.55 1.14 -2.96 0.186
H -2.522188 -4.419744 -2.903085 -3.21 0.00 -2.77 0.462
H -0.773234 -4.098161 -2.754252 -1.66 -0.64 0.55 0.346
C -1.144750 -0.765061 -0.746820 -0.26 4.43 -0.34 0.135
N -2.277112 0.068066 -0.203857 -0.44 -8.43 -2.16 -0.275
N -1.910788 1.115446 0.112918 3.38 7.45 1.67 -0.471
H 2.164902 -1.525154 -2.353835 2.39 0.22 -0.46 0.479
H 0.892805 2.793846 -0.826122 -0.84 -0.13 1.14 0.452
H -0.641385 3.291144 0.249838 1.58 -1.00 -1.42 0.255
H 0.109136 0.699255 1.938640 0.00 0.12 0.35 0.395
H 1.524507 0.545395 3.987458 0.41 0.56 -2.14 0.190
H 3.215887 2.108655 4.635731 -1.59 0.46 -3.61 0.200
H 3.657079 4.001799 2.820214 -2.93 -2.30 -0.30 0.115
```
Forces are in eV/Å.

- Gap between HOMO and LUMO: 9.25 eV
- LUMO energy: 0.6 eV